Formula: C52H100F30N11O22S10
Source: OMol25
Level of theory: wB97M-V/def2-TZVPD

Structure (XYZ):
```
225
C52H100F30N11O22S10, DFT wB97M-V/def2-TZVPD
C 8.132 0.427 0.207
N 7.301 1.416 1.024
C 7.741 2.816 0.600
C 5.883 1.118 0.722
C 7.679 1.141 2.436
C 7.149 2.219 3.526
O 5.846 2.056 3.585
H 9.170 0.729 0.348
H 7.884 0.482 -0.853
H 7.908 -0.538 0.661
H 7.003 3.504 1.013
H 7.725 2.891 -0.488
H 8.757 3.000 0.949
H 5.786 1.399 -0.327
H 5.237 1.758 1.322
H 5.669 0.052 0.792
H 8.768 1.180 2.457
H 7.349 0.146 2.735
H 7.511 3.237 3.378
H 7.614 1.932 4.469
H 5.655 2.284 4.497
C 2.068 -1.091 -6.824
N 0.893 -2.037 -6.496
C 1.387 -3.431 -6.775
C 0.446 -2.145 -5.005
C -0.226 -1.628 -7.478
C -1.628 -2.310 -7.484
O -2.286 -2.147 -6.265
H 1.986 -0.773 -7.863
H 2.996 -1.588 -6.541
H 2.048 -0.254 -6.127
H 2.100 -3.768 -6.022
H 1.819 -3.346 -7.772
H 0.591 -4.174 -6.730
H 0.050 -1.174 -4.709
H 1.248 -2.395 -4.310
H -0.272 -2.965 -4.983
H 0.132 -1.721 -8.504
H -0.447 -0.571 -7.330
H -1.520 -3.373 -7.701
H -2.327 -1.918 -8.224
H -2.629 -3.041 -6.189
C -1.695 -0.907 -2.361
C -0.400 -0.900 -1.624
C -0.648 -0.299 -0.293
N 0.554 -0.292 0.669
C 0.994 -1.679 0.939
C 0.317 0.519 1.986
C 0.554 2.065 1.644
C 1.572 1.910 0.538
C 1.719 0.538 -0.014
H -2.043 0.115 -2.512
H -2.468 -1.493 -1.865
H -1.608 -1.048 -3.438
H 0.366 -0.475 -2.273
H -0.134 -1.955 -1.551
H -1.430 -0.863 0.216
H -1.070 0.706 -0.320
H 0.203 -2.211 1.468
H 1.904 -1.664 1.539
H 1.240 -2.168 -0.004
H 0.994 0.158 2.760
H -0.721 0.377 2.289
H 1.080 2.649 2.399
H -0.336 2.606 1.324
H 2.554 2.070 0.984
H 1.560 2.715 -0.196
H 2.710 0.149 0.219
H 1.798 0.584 -1.100
C -2.735 -4.061 0.144
C -1.556 -4.962 -0.126
C -0.964 -5.446 1.240
N 0.091 -6.562 1.033
C 1.415 -6.158 0.307
C -0.439 -7.858 0.390
C 0.509 -9.058 0.781
C 0.948 -8.540 2.198
C 0.405 -7.149 2.470
H -3.547 -4.575 0.657
H -3.214 -3.588 -0.713
H -2.464 -3.153 0.682
H -0.835 -4.431 -0.747
H -1.826 -5.885 -0.637
H -1.714 -5.922 1.872
H -0.289 -4.755 1.745
H 1.996 -5.572 1.021
H 1.310 -5.418 -0.487
H 2.138 -6.927 0.038
H -0.520 -7.702 -0.686
H -1.373 -8.118 0.888
H 1.423 -9.161 0.195
H -0.009 -10.008 0.913
H 2.032 -8.429 2.231
H 0.625 -9.229 2.979
H 1.087 -6.363 2.795
H -0.499 -7.266 3.067
C 1.064 5.446 1.993
C -0.372 5.485 2.677
C -1.413 5.957 1.654
N -2.593 6.743 2.242
C -2.164 8.038 2.901
C -3.542 7.154 1.134
C -5.023 6.811 1.558
C -4.879 6.456 2.978
C -3.494 5.881 3.166
H 1.260 6.406 1.515
H 0.925 4.765 1.153
H 1.856 5.135 2.674
H -0.376 6.219 3.484
H -0.675 4.560 3.167
H -1.822 5.082 1.150
H -1.028 6.672 0.927
H -1.572 8.535 2.133
H -1.569 7.744 3.766
H -2.991 8.725 3.077
H -3.554 8.221 0.911
H -3.203 6.655 0.227
H -5.794 7.570 1.426
H -5.388 5.847 1.201
H -5.139 7.306 3.609
H -5.535 5.688 3.387
H -3.272 5.896 4.233
H -3.403 4.882 2.738
C -4.315 0.671 -5.152
C -5.085 -0.106 -4.131
C -5.767 -1.478 -4.719
N -6.579 -2.365 -3.773
C -7.991 -1.697 -3.443
C -5.865 -2.580 -2.392
C -6.397 -3.921 -1.933
C -6.847 -4.848 -3.061
C -6.774 -3.859 -4.237
H -3.780 1.496 -4.684
H -4.899 1.061 -5.986
H -3.582 -0.079 -5.450
H -5.958 0.495 -3.877
H -4.460 -0.219 -3.246
H -5.059 -2.252 -5.016
H -6.459 -1.247 -5.528
H -7.578 -0.831 -2.927
H -8.593 -2.253 -2.725
H -8.568 -1.411 -4.322
H -6.197 -1.797 -1.710
H -4.796 -2.747 -2.521
H -7.026 -3.793 -1.053
H -5.568 -4.436 -1.446
H -7.882 -5.184 -2.993
H -6.261 -5.748 -3.248
H -7.474 -4.073 -5.044
H -5.800 -4.170 -4.614
C 7.420 2.987 7.876
F 6.784 3.938 8.532
F 7.808 3.650 6.707
F 8.427 2.467 8.604
S 6.083 1.725 7.412
O 6.791 0.564 6.796
O 5.358 1.425 8.654
N 5.330 2.509 6.132
S 3.860 2.583 6.535
O 3.246 1.361 6.995
O 3.599 3.846 7.258
C 2.871 2.675 4.706
F 1.580 2.730 4.993
F 3.319 3.757 4.089
F 3.116 1.545 3.973
C 4.733 -3.100 -0.427
F 4.336 -2.304 0.549
F 6.110 -3.040 -0.386
F 4.375 -4.403 -0.223
S 3.986 -2.505 -2.174
O 4.790 -3.086 -3.258
O 2.575 -2.815 -2.292
N 4.316 -0.780 -2.028
S 3.806 -0.204 -3.387
O 4.505 -0.559 -4.651
O 2.319 -0.247 -3.529
C 4.256 1.702 -2.999
F 5.578 1.844 -3.047
F 3.785 2.532 -3.891
F 3.737 2.085 -1.787
C 3.284 -2.008 4.255
F 4.236 -2.222 5.154
F 2.287 -1.270 4.744
F 3.688 -1.423 3.146
S 2.605 -3.708 3.943
O 3.312 -4.223 2.818
O 2.783 -4.533 5.159
N 1.005 -3.426 3.489
S 0.068 -3.732 4.722
O -0.132 -5.150 4.831
O 0.449 -2.995 5.947
C -1.658 -2.973 4.195
F -1.349 -1.890 3.425
F -2.502 -3.803 3.623
F -2.258 -2.515 5.311
C -6.486 -2.039 2.157
F -7.385 -1.609 3.065
F -6.039 -3.286 2.428
F -7.127 -2.135 0.979
S -4.922 -0.836 2.002
O -4.099 -1.134 3.224
O -4.271 -1.143 0.730
N -5.775 0.720 2.052
S -4.749 1.800 1.724
O -5.112 3.170 2.270
O -3.318 1.526 1.894
C -4.768 1.925 -0.231
F -3.830 1.211 -0.790
F -6.005 1.633 -0.659
F -4.522 3.198 -0.604
C -0.151 8.590 -1.366
F 0.627 8.161 -0.438
F -1.433 8.426 -0.980
F -0.013 9.883 -1.671
S 0.052 7.467 -2.890
O -0.647 8.048 -3.996
O 1.524 7.327 -3.048
N -0.838 6.156 -2.197
S 0.063 4.905 -2.368
O 0.590 4.675 -3.685
O 1.136 4.840 -1.411
C -1.190 3.410 -2.027
F -0.517 2.241 -1.950
F -1.908 3.624 -0.947
F -2.006 3.420 -3.004
```

Results
- energy (a.u.) = -11276.0710
- spin multiplicity = 2
- expectation value of S² = 0.75
- HOMO energy (spin up / spin down) (eV) = -3.276 / -8.812
- total charge = 0
- HOMO-LUMO gap (spin up / spin down) (eV) = 3.15 / 8.54

Formula: C52H102N2O6S
Source: OMol25
Level of theory: wB97M-V/def2-TZVPD

Structure (XYZ):
```
163
C52H102N2O6S, DFT wB97M-V/def2-TZVPD
O 2.283 -5.961 4.954
N 2.328 -4.793 5.282
O 2.365 -4.425 6.520
C 2.502 -3.817 4.224
C 2.533 -4.231 2.848
C 2.958 -3.391 1.855
C 2.849 -1.990 2.156
C 2.877 -1.545 3.499
C 2.786 -2.518 4.517
H 2.195 -5.216 2.559
H 2.968 -3.496 0.780
H 3.011 -1.247 1.390
H 3.046 -0.533 3.838
H 2.853 -2.325 5.578
O 5.683 2.578 0.141
N 5.875 2.064 1.262
O 7.002 1.714 1.583
C 4.847 2.081 2.320
C 3.535 2.339 1.924
C 2.541 2.159 2.891
C 2.825 2.024 4.248
C 4.154 1.926 4.714
C 5.141 1.940 3.698
H 3.299 2.465 0.877
H 1.572 2.030 2.431
H 2.012 1.919 4.951
H 4.337 2.011 5.775
H 6.174 1.801 3.980
O -0.987 4.215 2.126
S -1.923 5.158 1.593
O -1.564 6.560 1.356
C -2.581 4.534 -0.029
C -3.947 3.937 0.267
C -4.553 4.702 1.423
C -3.493 5.021 2.470
H -1.705 4.031 -0.440
H -2.927 5.458 -0.493
H -4.550 3.656 -0.596
H -3.816 2.900 0.577
H -5.370 4.099 1.821
H -4.888 5.642 0.985
H -3.225 4.110 3.005
H -3.856 5.671 3.265
C 2.887 -10.575 -0.930
C 3.958 -9.513 -0.781
C 3.557 -8.063 -1.209
C 2.141 -7.778 -0.689
C 2.082 -6.254 -0.566
C 2.059 -5.466 -1.904
H 3.105 -11.622 -0.719
H 2.454 -10.662 -1.927
H 2.075 -10.229 -0.291
H 4.267 -9.521 0.265
H 4.880 -9.629 -1.351
H 3.595 -7.944 -2.292
H 4.233 -7.308 -0.808
H 1.481 -8.269 -1.403
H 1.955 -8.104 0.335
H 1.202 -6.030 0.037
H 2.840 -5.858 0.110
H 3.040 -5.350 -2.365
H 1.528 -6.101 -2.613
H 1.726 -4.434 -1.794
C -0.993 8.023 -2.739
C 0.444 7.826 -3.040
C 0.787 7.143 -4.441
C 0.475 5.665 -4.509
C 0.725 5.115 -5.840
C 1.028 3.587 -5.915
H -1.118 8.401 -1.725
H -1.469 7.044 -2.783
H -1.597 8.606 -3.434
H 0.833 8.843 -2.990
H 0.933 7.238 -2.263
H 1.861 7.295 -4.550
H 0.392 7.677 -5.305
H 1.326 5.215 -3.997
H -0.490 5.429 -4.061
H -0.115 5.277 -6.516
H 1.418 5.746 -6.397
H 0.197 2.890 -5.800
H 1.254 3.283 -6.937
H 1.840 3.216 -5.289
C 0.697 10.402 0.286
C 0.913 9.132 1.271
C 1.541 7.867 0.669
C 3.039 8.088 0.175
C 3.522 6.905 -0.543
C 4.108 5.880 0.433
H -0.070 11.113 0.591
H 0.275 9.906 -0.588
H 1.571 10.924 -0.105
H 1.586 9.608 1.985
H 0.033 8.916 1.876
H 0.915 7.569 -0.172
H 1.612 7.022 1.354
H 2.848 8.840 -0.590
H 3.809 8.367 0.895
H 2.854 6.331 -1.184
H 4.307 7.273 -1.204
H 4.510 4.973 -0.020
H 4.970 6.294 0.958
H 3.333 5.538 1.119
C -3.994 -2.918 -2.704
C -5.250 -2.789 -1.811
C -5.582 -3.986 -0.879
C -6.130 -5.214 -1.506
C -7.653 -5.036 -1.785
C -8.368 -6.262 -2.522
H -3.117 -3.258 -2.153
H -3.670 -1.966 -3.124
H -4.146 -3.631 -3.514
H -5.321 -1.881 -1.213
H -6.146 -2.582 -2.397
H -6.360 -3.754 -0.152
H -4.676 -4.083 -0.281
H -5.536 -5.410 -2.399
H -5.926 -6.093 -0.895
H -8.219 -4.794 -0.885
H -7.830 -4.073 -2.264
H -7.886 -6.474 -3.476
H -8.298 -7.179 -1.936
H -9.370 -5.876 -2.710
C -0.305 -1.978 -0.621
C -0.223 -0.626 0.133
C 0.964 0.255 -0.245
C 0.902 0.789 -1.638
C 1.932 1.830 -1.978
C 1.337 3.238 -1.512
H 0.430 -2.685 -0.238
H -0.139 -2.056 -1.696
H -1.271 -2.415 -0.371
H -1.154 -0.076 -0.001
H -0.141 -0.891 1.188
H 1.974 -0.150 -0.191
H 0.920 1.051 0.499
H 0.933 -0.045 -2.339
H -0.147 1.033 -1.807
H 2.986 1.669 -1.753
H 1.983 1.699 -3.059
H 0.924 3.163 -0.506
H 2.071 4.012 -1.286
H 0.650 3.725 -2.203
C -3.084 -7.100 2.280
C -1.580 -6.799 2.470
C -1.342 -5.519 3.401
C -1.288 -4.254 2.541
C -2.665 -3.752 1.969
C -3.803 -3.438 2.987
H -3.502 -6.645 1.382
H -3.673 -7.007 3.193
H -3.176 -8.183 2.205
H -1.121 -7.548 3.116
H -0.996 -6.786 1.550
H -0.379 -5.620 3.902
H -1.936 -5.507 4.315
H -0.720 -3.428 2.970
H -0.654 -4.455 1.678
H -2.534 -2.813 1.430
H -2.994 -4.450 1.199
H -3.300 -2.744 3.661
H -4.651 -2.893 2.572
H -4.089 -4.358 3.496
```

Results
- energy (a.u.) = -3001.2300
- ΔE to the lowest compared entry with this formula, charge and spin (kcal per mole) = 82.29
- structure (SMILES) = O=[N+]([O-])c1ccccc1.O=[N+]([O-])c1ccccc1.O=S1(=O)CCCC1.CCCCCC.CCCCCC.CCCCCC.CCCCCC.CCCCCC.CCCCCC
- HOMO energy (eV) = -9.946
- total charge = 0
- HOMO-LUMO gap (eV) = 9.09

Q: Among the records above, which one has the highest energy?
A: C52H102N2O6S